ORCA calculation (ωB97M-V with the def2-TZVPD basis set) on a 11-piece molecular cluster, C44H62N4O21 overall in a non-equilibrium geometry.

## Properties
total energy = -95591.1789 eV
SMILES = C[C@H]1COC(=O)O1.C[C@H]1COC(=O)O1.C[C@H]1COC(=O)O1.C[C@H]1COC(=O)O1.C[C@H]1COC(=O)O1.C[C@H]1COC(=O)O1.C[C@H]1COC(=O)O1.c1cc[nH]c1.c1cc[nH]c1.c1cc[nH]c1.c1cc[nH]c1
strongest force on any atom = 0.047 Eh/bohr
Kohn-Sham gap = 8.04 eV

Positions of all 131 atoms, in Å:
C: -0.0853 -1.6912 2.8093
C: -1.4850 -1.9984 3.3493
C: -1.9591 -1.2759 4.6272
O: -3.1876 -0.7120 4.1647
C: -3.4380 -0.9384 2.8835
O: -4.2875 -0.4424 2.2078
O: -2.4560 -1.7270 2.3649
H: 0.0492 -0.6198 2.6709
H: 0.1421 -2.2187 1.8861
H: 0.6413 -2.0463 3.5448
H: -1.5512 -3.0673 3.5789
H: -1.3151 -0.4568 4.9507
H: -2.1864 -1.9425 5.4555
C: 4.5620 -1.3914 -2.3613
C: 4.9368 -0.1284 -3.1567
C: 5.2562 1.1454 -2.3499
O: 6.6650 1.2631 -2.3388
C: 7.1815 0.3828 -3.2128
O: 8.3472 0.2305 -3.3890
O: 6.2154 -0.3322 -3.7958
H: 3.5067 -1.3906 -2.0861
H: 5.1379 -1.4924 -1.4385
H: 4.7616 -2.2878 -2.9482
H: 4.1100 0.0089 -3.8485
H: 4.8257 1.1982 -1.3538
H: 4.9343 1.9694 -2.9945
C: 1.7075 -0.0486 0.1872
C: 0.4656 0.5624 -0.4059
C: 0.3176 0.4038 -1.8953
O: -0.7307 -0.5643 -1.9982
C: -1.3914 -0.6849 -0.8502
O: -2.5409 -1.0237 -0.8113
O: -0.6723 -0.1706 0.1363
H: 2.0136 -0.9759 -0.3000
H: 1.6454 -0.0467 1.2714
H: 2.5814 0.5769 -0.0294
H: 0.4420 1.5939 -0.0464
H: 1.1973 -0.0261 -2.3700
H: -0.0130 1.3208 -2.3803
C: 0.6386 6.7003 -3.8066
C: 1.5382 5.6933 -3.1200
C: 0.8586 5.0423 -1.8896
O: 1.0050 3.6181 -2.0906
C: 1.6390 3.4140 -3.2830
O: 2.0525 2.3835 -3.6993
O: 1.7607 4.5751 -3.9277
H: 1.0555 7.0129 -4.7642
H: 0.3355 7.6045 -3.2812
H: -0.2987 6.1627 -3.9868
H: 2.4661 6.2033 -2.8455
H: -0.2201 5.1731 -1.8620
H: 1.4200 5.3679 -1.0206
C: -5.6966 -3.3930 -1.2466
C: -4.8063 -4.3091 -0.4298
C: -4.0375 -3.5468 0.6313
O: -4.4328 -4.2093 1.8478
C: -5.3614 -5.1901 1.5686
O: -5.9638 -5.7468 2.4282
O: -5.5051 -5.3319 0.2643
H: -5.1670 -2.4425 -1.4104
H: -6.5058 -2.9279 -0.6707
H: -6.0591 -3.6382 -2.2425
H: -4.1203 -4.8489 -1.0851
H: -4.2289 -2.4798 0.7183
H: -2.9624 -3.6301 0.4669
C: 4.8045 -6.5876 0.3015
C: 3.9284 -5.4088 -0.1042
C: 2.4594 -5.3706 0.2763
O: 2.3529 -4.2776 1.1834
C: 3.4792 -3.5169 1.0924
O: 3.5676 -2.3849 1.4493
O: 4.4494 -4.2286 0.5331
H: 5.1562 -6.4593 1.3290
H: 5.7514 -6.5793 -0.2412
H: 4.3649 -7.5767 0.1892
H: 4.1153 -5.2994 -1.1737
H: 2.1733 -6.2734 0.8177
H: 1.8375 -5.3510 -0.6184
C: -1.5409 4.5167 0.8124
C: -2.3252 3.7672 1.8805
C: -2.2027 2.2500 1.8417
O: -2.0628 1.8799 3.2163
C: -1.5244 2.9020 3.8780
O: -0.9789 2.8208 4.9399
O: -1.6140 4.0083 3.1403
H: -2.1998 4.8239 0.0003
H: -0.6611 3.9793 0.4721
H: -1.2173 5.4174 1.3369
H: -3.3172 4.1600 2.0996
H: -1.4061 1.8000 1.2532
H: -3.1547 1.8096 1.5367
C: 1.7621 4.5270 1.4931
C: 2.7041 3.7034 0.8726
C: 3.0259 2.7477 1.8064
N: 2.3679 3.0909 2.9903
C: 1.5879 4.2000 2.7952
H: 1.3770 5.4418 1.0628
H: 2.9708 3.7901 -0.1676
H: 3.6519 1.8821 1.6745
H: 2.4380 2.5402 3.8293
H: 1.0689 4.7506 3.5602
C: -2.5363 -2.0966 -5.8838
C: -2.4772 -1.1930 -4.7890
C: -3.6532 -1.3661 -4.0769
N: -4.3409 -2.4321 -4.6316
C: -3.7242 -2.7711 -5.7767
H: -1.7927 -2.3345 -6.6273
H: -1.7049 -0.4458 -4.7256
H: -4.0364 -0.8564 -3.2073
H: -5.2770 -2.7014 -4.3951
H: -4.1702 -3.5772 -6.3455
C: -6.7539 1.0770 -1.8402
C: -5.5882 1.8024 -2.1710
C: -4.5688 1.3788 -1.3985
N: -5.1009 0.5212 -0.4574
C: -6.4085 0.2874 -0.7669
H: -7.7178 1.1296 -2.3190
H: -5.4526 2.5518 -2.9374
H: -3.5337 1.6233 -1.5726
H: -4.6305 0.0020 0.2702
H: -6.9789 -0.3435 -0.1043
C: 3.6154 -0.3065 4.0332
C: 4.7664 -0.7379 4.7423
C: 4.8701 -0.0432 5.9185
N: 3.7136 0.6916 6.0209
C: 2.9105 0.4483 4.9413
H: 3.1938 -0.6064 3.0887
H: 5.4541 -1.4708 4.3453
H: 5.6172 -0.0494 6.6910
H: 3.3300 1.0567 6.8762
H: 2.0384 1.0541 4.7486